A molecular structure, C29H26FeNOP2S3 in a non-equilibrium geometry, computed with wB97M-V/def2-TZVPD.

The geometry in ORCA input format:
```
! wB97M-V def2-TZVPD RIJCOSX def2/J DEFGRID3
* xyz 0 6
Fe 2.08521 -1.30449 0.82947
S 2.66444 1.23300 1.86436
P 1.08695 1.41018 0.65015
C 0.49180 -0.19552 0.58126
P -0.80704 -1.20731 1.02469
S 0.01326 -2.44253 2.35237
C -2.24520 -0.37573 1.76331
C -3.43869 -0.18558 1.07270
C -4.47779 0.51894 1.66184
C -4.32821 1.03866 2.93932
C -3.14125 0.84555 3.63226
C -2.10632 0.13466 3.05084
C -1.43510 -2.01835 -0.47186
C -2.29038 -3.11083 -0.36101
C -2.76071 -3.74043 -1.50080
C -2.37265 -3.28563 -2.75534
C -1.51341 -2.20319 -2.86797
C -1.04070 -1.57060 -1.72645
C -0.02872 2.75004 1.13464
C -1.38734 2.72183 0.84632
C -2.19514 3.79614 1.18576
C -1.64477 4.90685 1.80763
C -0.28399 4.94496 2.08407
C 0.52281 3.86970 1.75141
C 1.57089 1.83692 -1.05885
C 2.74741 1.28724 -1.56406
C 3.09046 1.48421 -2.89119
C 2.26321 2.22768 -3.72331
C 1.09457 2.78018 -3.22229
C 0.74789 2.58639 -1.89318
H -3.55812 -0.57326 0.06835
H -5.40443 0.66117 1.12104
H -5.13813 1.58933 3.39930
H -3.02209 1.25109 4.62813
H -1.18026 -0.02632 3.58968
H -2.57572 -3.47232 0.62017
H -3.42422 -4.59068 -1.41407
H -2.73795 -3.78197 -3.64505
H -1.20689 -1.84968 -3.84407
H -0.36319 -0.72781 -1.80516
H -1.82093 1.86930 0.33871
H -3.25360 3.75716 0.96327
H -2.27417 5.74422 2.07859
H 0.14813 5.81241 2.56476
H 1.58009 3.88680 1.98398
H 3.39353 0.71026 -0.90981
H 4.00982 1.06214 -3.27648
H 2.53555 2.38323 -4.75921
H 0.45268 3.36928 -3.86442
H -0.16026 3.03152 -1.50630
C 5.10630 -0.99640 0.92149
O 3.89444 -1.49396 0.45078
H 5.84024 -0.94160 0.10629
H 5.52768 -1.64879 1.69742
H 5.01570 0.00902 1.34763
S 2.71180 -4.61609 -2.33508
C 2.40877 -5.33952 -0.80918
C 1.97440 -4.40044 0.06710
N 1.88783 -3.13793 -0.44901
C 2.24904 -3.10761 -1.69760
H 2.55400 -6.39062 -0.63439
H 1.68917 -4.57139 1.09292
H 2.25932 -2.20347 -2.28586
*
```

Summary:
HOMO energy (alpha / beta)   -7.26 / -7.87 eV
Energy above the lowest of the compared OMol25 structures with the same formula, charge and spin   0.906 eV
Lowest unoccupied orbital energy (alpha / beta)   0.47 / -0.80 eV
Gap between HOMO and LUMO (alpha / beta)   7.7 / 7.1 eV

A molecular structure, C29H27AsBF6N6S2W in a non-equilibrium geometry, computed with wB97M-V/def2-TZVPD.

The geometry in ORCA input format:
```
! wB97M-V def2-TZVPD RIJCOSX def2/J DEFGRID3
* xyz 0 4
W 0.01120 -0.19730 -0.06880
C 2.47730 0.40050 -3.75570
C 3.40940 1.31970 -3.27750
C 3.13360 1.97240 -2.09290
C 1.98180 1.64990 -1.37430
N 1.19150 0.60300 -1.74520
C 1.40670 0.06690 -2.95680
C 1.41190 2.43940 -0.29690
C 1.89810 3.69620 0.06780
C 1.18890 4.47480 0.95800
C 0.00420 3.99820 1.49960
C -0.46940 2.74020 1.15440
C 0.21010 1.92640 0.24880
H 2.58220 -0.04720 -4.73130
H 4.30740 1.53890 -3.83320
H 3.79920 2.74040 -1.73100
H 0.67040 -0.63890 -3.31470
H 2.81200 4.07150 -0.36490
H 1.54800 5.45690 1.22320
H -0.55240 4.60180 2.20110
H -1.39580 2.39640 1.60750
S -1.32760 1.70820 -2.33780
C -2.87180 2.09760 -1.71420
C -3.64510 3.11240 -2.30410
C -4.93340 3.34770 -1.89510
C -5.49620 2.57870 -0.87120
C -4.74380 1.62060 -0.24120
C -3.42220 1.37270 -0.63070
S -2.55700 0.17810 0.26220
H -3.19960 3.68830 -3.10170
H -5.51550 4.12270 -2.36890
H -6.51830 2.73970 -0.56550
H -5.15100 1.04020 0.57160
B 1.72470 -2.85820 -1.74760
N 2.34380 -2.17960 -0.49740
C 3.54390 -2.51790 -0.01160
C 3.91470 -1.59430 0.94960
C 2.85640 -0.69840 0.99500
N 1.91330 -1.06740 0.11970
N 0.18210 -2.69690 -1.84050
C -0.57830 -3.60330 -2.46170
C -1.84600 -3.07990 -2.64270
C -1.78540 -1.81980 -2.07220
N -0.55400 -1.59800 -1.58150
H 1.95340 -4.02300 -1.67880
H 2.21580 -2.35930 -2.71740
H 4.06020 -3.38360 -0.37400
H 4.81310 -1.57890 1.53040
H 2.75160 0.18000 1.60950
H -0.19030 -4.55860 -2.75270
H -2.69040 -3.53420 -3.11660
H -2.56270 -1.07790 -2.01210
C -3.02060 -5.16930 2.61210
C -2.16100 -4.01180 2.23450
C -2.40430 -2.70900 2.66270
C -1.64930 -1.66510 2.16690
N -0.67310 -1.82560 1.25230
C -0.32600 -3.10030 0.98630
C -1.03820 -4.19190 1.42690
H -3.86130 -4.86040 3.22560
H -2.43570 -5.91020 3.15410
H -3.40390 -5.64990 1.71250
H -3.19420 -2.50150 3.36750
H -1.84100 -0.65260 2.50850
H 0.56980 -3.26280 0.40680
H -0.72930 -5.18200 1.12420
F 0.44070 0.28260 2.29640
As 0.97400 0.38770 4.16490
F -0.09670 1.74660 4.27450
F 2.25920 1.41770 3.60880
F 1.50550 0.48510 5.79880
F 1.91110 -1.04920 3.79940
F -0.36640 -0.66210 4.57220
*
```

Summary:
HOMO energy (alpha / beta)   -7.47 / -7.95 eV
Energy above the lowest of the compared OMol25 structures with the same formula, charge and spin   1.811 eV
Lowest unoccupied orbital energy (alpha / beta)   -0.45 / -2.02 eV
Gap between HOMO and LUMO (alpha / beta)   7.0 / 5.9 eV

A molecular structure, C29H27AsCeF6N10O2S in a non-equilibrium geometry, computed with wB97M-V/def2-TZVPD.

The geometry in ORCA input format:
```
! wB97M-V def2-TZVPD RIJCOSX def2/J DEFGRID3
* xyz 3 2
Ce 1.24765 0.52601 -0.63392
C 2.01045 3.57921 -4.27223
C 1.69714 3.13196 -2.88160
N 2.49212 2.49296 -2.10959
N 3.77648 2.29310 -2.51164
C 4.67947 1.84704 -1.59702
N 5.95123 1.90546 -1.95730
S 4.21427 1.25682 -0.08793
C 0.41046 3.49325 -2.23426
C -0.28000 4.62576 -2.61567
C -1.36057 5.04466 -1.84866
C -1.70587 4.31809 -0.72412
C -0.98731 3.17282 -0.43104
N 0.03488 2.75055 -1.17931
H 2.48379 2.76727 -4.82958
H 2.68654 4.44029 -4.27721
H 1.10860 3.85778 -4.80854
H 4.08607 2.66338 -3.40029
H 6.26688 2.32061 -2.82067
H 6.65370 1.56904 -1.31719
H 0.03979 5.20459 -3.47065
H -1.90765 5.93805 -2.12096
H -2.51476 4.63067 -0.07864
H -1.23405 2.56597 0.43175
O -0.50595 0.65761 1.95565
C 0.70296 0.78405 1.85585
O 1.31080 1.71049 1.15776
C 1.59808 -0.34387 2.30447
C 1.62818 -0.85413 3.60093
C 2.39827 -1.96600 3.81954
C 3.09799 -2.57312 2.75618
C 3.88246 -3.73824 2.93625
C 4.54013 -4.29177 1.87859
C 4.46059 -3.69511 0.59884
C 3.71694 -2.56719 0.39189
C 3.00896 -1.99458 1.46590
N 2.25069 -0.86765 1.27545
H 1.07410 -0.36796 4.39180
H 2.47950 -2.39043 4.81359
H 3.95414 -4.17403 3.92518
H 5.13590 -5.18433 2.01540
H 5.00664 -4.13585 -0.22496
H 3.68715 -2.09681 -0.57899
F 0.66945 0.25196 -2.76950
As 1.54943 -1.37967 -2.98895
F 2.46370 -2.77312 -2.99790
F 0.08884 -2.02978 -3.47124
F 2.06911 -0.81122 -4.46940
F 1.10204 -1.72047 -1.25389
F 2.84458 -0.44198 -2.15447
C -0.99385 -2.40623 0.77760
C -1.67885 -1.39673 -0.07789
N -1.12607 -0.33811 -0.64754
C -2.11392 0.28149 -1.40387
C -3.26734 -0.40428 -1.28957
N -2.98326 -1.46959 -0.44546
C -3.94580 -2.46639 -0.03512
N -5.02670 -1.89406 0.76819
N -6.32554 -2.11073 0.32490
N -7.13610 -1.57279 1.13959
C -6.38487 -0.97697 2.14131
C -6.79792 -0.28236 3.24930
C -5.77577 0.24504 4.12611
C -4.43162 0.06851 3.86372
C -4.00757 -0.63931 2.73471
C -5.02740 -1.17775 1.88851
H -0.13530 -1.96043 1.26828
H -0.65045 -3.24994 0.17714
H -1.64771 -2.79381 1.55891
H -1.91572 1.15760 -1.99426
H -4.24148 -0.25390 -1.72628
H -3.44806 -3.25087 0.52591
H -4.43035 -2.91145 -0.90036
H -7.85327 -0.14686 3.45883
H -6.07435 0.79750 5.00846
H -3.69510 0.48835 4.53427
H -2.94963 -0.73808 2.51692
*
```

Summary:
HOMO energy (alpha / beta)   -15.84 / -15.84 eV
Energy above the lowest of the compared OMol25 structures with the same formula, charge and spin   0.019 eV
Lowest unoccupied orbital energy (alpha / beta)   -10.08 / -11.69 eV
Gap between HOMO and LUMO (alpha / beta)   5.8 / 4.1 eV

A molecular structure, C29H27AsI2N2NiO7P2, computed with wB97M-V/def2-TZVPD.

The geometry in ORCA input format:
```
! wB97M-V def2-TZVPD RIJCOSX def2/J DEFGRID3
* xyz 0 3
Ni -0.13544 -0.32865 0.14960
I 0.06338 -3.53233 -4.48975
C -1.28259 -3.15891 -2.94198
C -2.37403 -4.07746 -2.92993
C -3.35261 -4.02590 -1.99432
I -4.89761 -5.41835 -2.10033
C -3.30953 -3.04018 -0.96849
C -4.26287 -2.92404 0.06624
C -4.12123 -1.96006 1.01319
C -3.01275 -1.09897 0.94297
N -2.10481 -1.17031 -0.00263
C -2.24105 -2.13070 -0.97000
C -1.23250 -2.19486 -1.98392
O 0.80099 -1.26228 -2.70215
H -2.40795 -4.83072 -3.70351
H -5.09597 -3.61354 0.09505
H -4.82988 -1.84608 1.82129
H -2.87215 -0.33931 1.69867
N 2.48343 -2.48624 -0.87233
C 2.45951 -2.06377 0.55122
C 3.43604 -2.84631 1.42624
P 0.71109 -2.16642 1.19194
O 0.20756 -3.55888 0.44525
O 0.64263 -2.36235 2.68178
O -0.31625 -1.19024 -1.82230
P 2.81033 -0.26104 0.54009
O 2.42630 0.11831 2.07088
O 4.23167 0.03643 0.26961
O 1.69290 0.37653 -0.30609
H 2.31311 -3.48679 -0.93186
H 3.41667 -2.31607 -1.24243
H 1.47445 -1.70572 -2.06243
H 3.33362 -3.91655 1.22855
H 3.21694 -2.68680 2.48299
H 4.46753 -2.55146 1.22327
H -0.00404 -4.18816 1.14593
H 3.15646 -0.07620 2.66658
C 2.03892 4.89468 4.04349
C 2.69330 4.05447 3.15769
C 1.98350 3.09695 2.43929
C 0.61081 2.97657 2.61433
C -0.04885 3.83605 3.49345
C 0.66211 4.79027 4.20400
As -0.47167 1.67193 1.64881
C -1.47000 2.87106 0.47239
C -1.22276 4.23782 0.39222
C -1.91463 5.02350 -0.52183
C -2.85630 4.45492 -1.36585
C -3.10037 3.09032 -1.30290
C -2.40407 2.30422 -0.39574
C -1.78857 1.28872 3.01172
C -3.02937 1.90868 3.08034
C -3.94114 1.52840 4.05850
C -3.60929 0.52839 4.96365
C -2.37017 -0.09925 4.88793
C -1.45723 0.27178 3.90837
H 2.59659 5.63195 4.60712
H 3.76329 4.13751 3.01571
H 2.50084 2.46577 1.73473
H -1.11912 3.76331 3.63762
H 0.13921 5.45218 4.88266
H -0.48247 4.69929 1.03062
H -1.70862 6.08499 -0.57559
H -3.39098 5.07069 -2.07773
H -3.82325 2.63360 -1.96683
H -2.60099 1.23953 -0.37319
H -3.29178 2.68079 2.36616
H -4.90914 2.01156 4.11093
H -4.31923 0.23427 5.72648
H -2.11737 -0.89106 5.58182
H -0.51490 -0.26282 3.81897
*
```

Summary:
HOMO energy (alpha / beta)   -7.62 / -8.57 eV
Energy above the lowest of the compared OMol25 structures with the same formula, charge and spin   5.554 eV
Lowest unoccupied orbital energy (alpha / beta)   -0.77 / -0.89 eV
Gap between HOMO and LUMO (alpha / beta)   6.9 / 7.7 eV

A molecular structure, C29H27BrN4NiO4S, computed with wB97M-V/def2-TZVPD.

The geometry in ORCA input format:
```
! wB97M-V def2-TZVPD RIJCOSX def2/J DEFGRID3
* xyz -2 1
Ni 0.21770 0.56794 -0.33889
C 2.92928 -0.20931 -0.16456
N 1.95307 0.18541 -1.21373
C 1.82674 -0.93074 -2.17985
C 2.39492 1.42733 -1.84724
C 3.44101 1.48107 -2.74167
C 3.83964 2.70080 -3.28783
C 3.16807 3.85513 -2.91995
C 2.11316 3.81437 -2.01739
C 1.70572 2.59406 -1.46152
N 0.66285 2.36293 -0.61199
C 0.09108 3.20268 0.29642
C 0.51345 4.47540 0.70156
C -0.14154 5.13614 1.73681
C -1.22242 4.56700 2.38458
C -1.66421 3.30280 1.98226
C -1.02294 2.63943 0.96569
N -1.45874 1.35938 0.42068
C -2.37952 1.66469 -0.70689
C -2.17267 0.49779 1.37574
H 3.93262 -0.26050 -0.60113
H 2.65019 -1.19408 0.20688
H 2.91084 0.52229 0.64215
H 2.81292 -1.20187 -2.57196
H 1.15117 -0.63567 -2.97685
H 1.42079 -1.78624 -1.64059
H 3.95416 0.57040 -3.02297
H 4.65519 2.73799 -3.99890
H 3.45480 4.80725 -3.35282
H 1.57021 4.71942 -1.78601
H 1.38863 4.92413 0.25562
H 0.22240 6.10892 2.04939
H -1.71471 5.08181 3.19976
H -2.50156 2.83854 2.48660
H -3.23005 2.23955 -0.32297
H -2.71047 0.73395 -1.15384
H -1.84949 2.23651 -1.46429
H -3.13746 0.93990 1.64901
H -1.54945 0.34763 2.25229
H -2.35076 -0.45917 0.88800
O 0.67266 -0.05936 2.36799
C 0.55833 -1.11715 1.72603
O 0.21457 -1.15267 0.48686
C 0.79592 -2.43313 2.42491
C 0.64008 -2.37053 3.81408
C 0.74815 -3.47836 4.63117
C 1.03751 -4.70508 4.03116
C 1.23026 -4.78295 2.67084
C 1.13987 -3.66434 1.79966
S 1.52045 -3.93285 0.12737
H 0.41170 -1.39822 4.23244
H 0.60454 -3.39499 5.70244
H 1.12270 -5.60437 4.63477
H 1.47665 -5.73145 2.20940
Br -2.36698 -4.37551 1.25174
C -2.93393 -3.60433 -0.38655
C -4.15206 -3.98170 -0.92686
N -4.62199 -3.47059 -2.06307
C -3.86639 -2.55626 -2.67542
C -2.64118 -2.10555 -2.19827
C -2.14933 -2.65590 -1.01994
C -1.88220 -0.99540 -2.93924
O -2.20813 -0.79668 -4.12265
O -1.02872 -0.38699 -2.24805
H -4.76578 -4.72131 -0.42365
H -4.24139 -2.14047 -3.60298
H -1.18996 -2.34894 -0.61378
*
```

Summary:
HOMO energy   -1.06 eV
Energy above the lowest of the compared OMol25 structures with the same formula, charge and spin   0.000 eV
Lowest unoccupied orbital energy   4.48 eV
Gap between HOMO and LUMO   5.5 eV

C29H27IN2O6 in the gas phase, computed with wB97M-V/def2-TZVPD.

The geometry in ORCA input format:
```
! wB97M-V def2-TZVPD RIJCOSX def2/J DEFGRID3
* xyz 0 1
O -5.44310 3.80190 -6.15967
C -4.36345 3.56736 -5.82141
N -3.22324 3.36805 -5.42063
C -2.94695 2.25551 -4.57836
C -3.69906 1.08810 -4.60533
C -3.40855 0.00726 -3.78899
C -4.22163 -1.27752 -3.85601
C -5.41212 -1.20898 -4.78730
O -6.32083 -0.43522 -4.63377
C -2.31995 0.12556 -2.91363
C -1.57461 1.29903 -2.90051
C -1.86326 2.36602 -3.72448
C -0.38885 1.41295 -1.99384
O 0.54287 2.10978 -2.33284
C -0.42309 0.63114 -0.72088
C 0.22695 1.07122 0.44505
C 0.93941 2.40251 0.49359
C 0.53212 3.30609 1.68135
C 0.53335 4.76394 1.27985
I -0.17110 5.95666 2.94439
C 0.16967 0.22659 1.56249
C 0.88398 0.51107 2.87200
C 2.41896 0.61523 2.68858
C 3.19147 -0.11423 3.79113
C 3.07420 -1.63889 3.68044
N 4.30871 -2.30905 3.28239
C 5.55186 -1.79236 3.02631
C 6.39391 -2.81551 2.69630
C 5.63906 -4.02069 2.74398
C 4.36925 -3.65772 3.09715
C -0.54515 -0.95761 1.50508
C -1.21469 -1.38049 0.36896
C -1.96283 -2.68513 0.42410
O -1.12720 -3.67446 -0.13686
O -1.94254 -4.73762 -0.60330
C -1.14380 -0.57159 -0.75903
C -1.87803 -0.96604 -2.00610
O -2.11878 -2.12910 -2.26421
H -4.52158 1.04035 -5.30470
H -4.59954 -1.50449 -2.85896
H -3.55255 -2.06540 -4.19089
H -5.42752 -1.91258 -5.63961
H -1.25293 3.25565 -3.71378
H 2.01769 2.23723 0.48898
H 0.73474 2.96479 -0.40699
H -0.46881 3.04739 2.03033
H 1.19979 3.13990 2.52389
H -0.15919 4.98353 0.47580
H 1.52315 5.15695 1.07705
H 0.68850 -0.33225 3.53028
H 0.50199 1.42221 3.32507
H 2.67637 0.13252 1.74034
H 2.75068 1.64778 2.59495
H 2.78100 0.19863 4.75357
H 4.22036 0.23147 3.78189
H 2.79807 -2.03256 4.65771
H 2.30491 -1.88724 2.94842
H 5.80116 -0.74931 3.08420
H 7.43838 -2.72323 2.45358
H 5.97910 -5.01766 2.52906
H 3.51618 -4.30653 3.21274
H -0.58907 -1.58369 2.38725
H -2.20222 -2.91290 1.46776
H -2.91085 -2.58951 -0.10615
H -2.31072 -4.35482 -1.41779
*
```

Summary:
HOMO energy   -8.28 eV
Lowest unoccupied orbital energy   -1.20 eV
Gap between HOMO and LUMO   7.1 eV